Here is C28H22Br2N5O7Zr as an isolated structure at a distorted geometry from the OMol25 dataset. Energies are from ωB97M-V with the def2-TZVPD basis set.

XYZ file:
```
65
Properties=species:S:1:pos:R:3:mulliken_charge:R:1
Zr -0.11 0.09 0.38 0.227
C -2.78 3.26 0.97 -0.453
O -3.94 2.82 0.26 -0.528
C -4.16 1.50 0.04 0.080
C -5.42 1.18 -0.44 -0.674
C -5.78 -0.13 -0.75 -0.725
C -4.84 -1.13 -0.59 -0.971
C -3.56 -0.83 -0.13 0.675
C -2.60 -1.93 0.01 -0.766
N -1.34 -1.77 0.10 1.136
N -0.59 -2.95 0.28 -1.082
C 0.68 -2.69 0.38 0.834
O 1.24 -1.52 0.25 -0.924
C 1.57 -3.85 0.65 0.336
C 1.17 -5.16 0.40 -0.194
C 2.02 -6.22 0.68 -0.773
C 3.28 -5.98 1.21 -0.346
C 3.69 -4.67 1.47 -0.718
C 2.84 -3.61 1.18 -0.308
C -3.20 0.49 0.21 0.936
O -2.01 0.76 0.69 -0.443
H -2.93 4.33 1.11 0.326
H -1.88 3.09 0.39 0.055
H -2.69 2.77 1.93 0.237
H -6.13 1.99 -0.55 0.440
H -6.77 -0.35 -1.11 0.365
H -5.09 -2.16 -0.82 0.398
H -2.98 -2.95 0.01 0.330
H 0.18 -5.33 0.01 0.436
H 1.70 -7.23 0.48 0.369
H 3.95 -6.81 1.43 0.372
H 4.67 -4.48 1.89 0.385
H 3.14 -2.59 1.37 0.371
N 2.17 0.96 -0.48 -0.433
C 2.28 2.38 -0.08 -0.201
C 1.61 2.62 1.26 0.480
O 1.87 3.63 1.91 -0.778
N 0.78 1.62 1.61 0.200
C 0.18 1.67 2.94 -0.587
C -0.45 0.31 3.26 0.548
O -1.06 0.14 4.29 -0.752
O -0.23 -0.60 2.32 -0.435
H 2.51 0.81 -1.41 0.217
H 2.72 0.39 0.14 0.263
H 3.30 2.73 0.00 0.450
H 1.76 2.99 -0.82 -0.069
H 0.91 1.89 3.71 0.464
H -0.59 2.43 3.01 0.212
Br -0.49 4.31 -2.53 -0.194
C -0.29 2.60 -3.30 -0.388
C -0.17 2.49 -4.70 -0.390
C -0.04 1.27 -5.29 -0.029
Br 0.11 1.19 -7.19 -0.272
C -0.01 0.09 -4.51 0.653
C 0.14 -1.22 -5.02 -0.733
C 0.17 -2.28 -4.16 -1.157
C 0.07 -2.05 -2.77 -0.158
N -0.06 -0.85 -2.26 0.400
C -0.12 0.22 -3.11 -0.456
C -0.29 1.49 -2.47 0.381
O -0.41 1.55 -1.19 0.700
H -0.19 3.39 -5.30 0.433
H 0.21 -1.37 -6.09 0.341
H 0.27 -3.29 -4.52 0.434
H 0.09 -2.88 -2.08 0.455
```

Output
- energy relative to the best compared isomer or geometry (same formula, charge and spin) (kJ/mol) = 29.7
- HOMO (eV) = -5.223
- lowest unoccupied orbital energy (eV) = 2.086
- DFT total energy (eV) = -192551.113
- gap between HOMO and LUMO (Ha) = 0.2686
- total charge = -1